1.
ORCA calculation (wB97M-V/def2-TZVPD) on one molecule with the formula C11H13BN2O in a non-equilibrium geometry.

The geometry in XYZ format:
```
28
Properties=species:S:1:pos:R:3:nbo_charge:R:1
B -2.3996 1.0676 -0.3718 0.935
C 2.1363 0.3106 0.5649 -0.183
C 2.4543 -1.7162 -0.5142 -0.184
C 0.7059 0.1791 0.5217 -0.223
C 1.0987 -1.9574 -0.5369 -0.211
C -3.2823 -1.3903 0.1244 -0.277
C -2.7575 -2.6848 0.0590 -0.066
C -2.2782 -0.4523 -0.0590 -0.191
C 3.0158 -0.6316 0.1470 -0.044
C 0.2021 -1.0037 0.0059 0.154
C -3.4064 1.8418 0.5046 -0.997
C 4.5083 -0.3633 0.2310 -0.617
N -1.4375 -2.6150 -0.0498 -0.229
N -1.1640 -1.2885 -0.0977 -0.160
O -1.4991 1.6893 -1.1404 -0.843
H 2.4884 1.2274 0.9798 0.199
H 3.2017 -2.2906 -1.0651 0.204
H 0.0337 0.9411 0.7243 0.213
H 0.8128 -2.8168 -1.0871 0.236
H -4.2895 -1.1861 0.0099 0.211
H -3.2179 -3.6204 0.3847 0.215
H -4.1413 2.4082 0.0169 0.235
H -2.9290 2.4771 1.2447 0.245
H -3.9579 1.1936 1.0647 0.235
H 4.5756 -0.2025 1.4105 0.217
H 5.0031 -1.2212 -0.0968 0.211
H 4.9503 0.4782 -0.2592 0.222
H -1.5811 2.6203 -1.2043 0.494
```

Output
- Kohn-Sham gap: 8.59 eV
- Calculated total energy: -17322.0302 eV

=====

2.
ORCA calculation (wB97M-V/def2-TZVPD) on C19H24AlBeCl4LiO11 as an isolated structure in a non-equilibrium geometry.

The geometry in XYZ format:
```
61
Properties=species:S:1:pos:R:3:nbo_charge:R:1
C 6.2517 -1.9652 0.7666 -0.643
C 4.9234 -1.2150 0.6881 0.062
C 4.2374 -1.2379 -0.5607 -0.194
C 3.0194 -0.5883 -0.6344 -0.196
C 2.4571 0.1006 0.4822 -0.001
C 1.0823 0.7534 0.2451 -0.461
C 0.1046 -0.3886 -0.1218 -0.057
C -0.1400 -1.3183 0.8259 -0.252
C -1.0878 -2.3097 0.1400 0.764
O -1.3383 -3.3953 0.5486 -0.462
O -1.5203 -1.7043 -1.0258 -0.609
C -0.6556 -0.6475 -1.4109 0.779
O -0.5984 -0.1712 -2.4900 -0.453
C 3.1287 0.1311 1.7099 -0.179
C 4.3629 -0.5330 1.7948 -0.223
H 6.1523 -3.0084 0.4169 0.243
H 6.5970 -1.9495 1.8097 0.225
H 6.9522 -1.4659 0.0738 0.245
H 4.6143 -1.7428 -1.4522 0.244
H 2.4729 -0.6295 -1.5836 0.233
H 1.2235 1.4456 -0.5994 0.255
H 0.6995 1.2324 1.1556 0.237
H 0.2762 -1.3066 1.8358 0.255
H 2.7045 0.6502 2.5763 0.204
H 4.9601 -0.5568 2.7129 0.223
C -4.1174 0.0078 -0.1129 -0.247
O -4.2650 1.0227 0.6761 -0.432
H -4.7068 0.0145 -1.0871 0.080
H -3.0744 -0.1785 -0.4826 0.176
H -4.3811 -1.0092 0.3102 0.141
Al -3.9893 -1.8701 -1.9976 0.874
C -6.7100 -3.2626 -4.7127 -0.695
C -8.2359 -3.3827 -4.8084 0.775
O -8.9103 -2.7789 -3.8526 -1.015
O -8.6657 -4.0061 -5.7339 -0.526
H -6.3996 -2.6654 -3.8224 0.076
H -6.2642 -4.2534 -4.6308 0.259
H -6.3212 -2.7729 -5.6044 0.266
O -9.5494 0.0597 -3.6843 -0.896
H -9.8799 -0.8514 -3.6679 0.414
O 3.3291 -0.6804 -3.8381 -0.955
H 4.0354 -0.8008 -4.4825 0.485
H 2.5244 -0.7071 -4.3671 0.476
C 0.1269 -0.6253 4.9153 -0.294
Cl 1.2527 -1.7320 4.1342 0.104
Cl 0.9656 0.3387 6.1533 0.201
Cl -0.6380 0.4351 3.7362 0.051
H -0.6450 -1.2094 5.4074 0.272
Li 1.1140 3.0088 5.4609 0.965
Cl -0.9855 1.3110 7.3423 -0.181
Be -8.0772 -1.7979 -2.8649 1.376
C 3.7432 5.8110 1.3738 -0.106
C 2.9763 4.9498 0.4072 -0.106
O 2.6635 3.7973 1.2085 -0.473
C 2.6907 4.1831 2.4913 1.011
O 2.3085 3.4971 3.4068 -0.724
O 3.1897 5.4131 2.6386 -0.456
H 3.5974 6.8738 1.1996 0.231
H 4.8126 5.5965 1.3745 0.207
H 2.0450 5.4123 0.0769 0.202
H 3.5613 4.6725 -0.4661 0.227
```

Output
- Kohn-Sham gap: 1.66 eV
- Calculated total energy: -99881.9599 eV
- Net charge: +2

=====

3.
ORCA calculation (wB97M-V/def2-TZVPD) on C45H52CrN4O7P2S2 as an isolated structure in a non-equilibrium geometry.

The geometry in XYZ format:
```
113
Properties=species:S:1:pos:R:3:lowdin_charge:R:1
Cr 0.7561 -0.0306 0.9381 0.748
O 3.1147 -2.9047 2.1440 -0.228
S 2.0577 -1.9596 2.2264 0.579
O 2.4951 -0.5433 1.9930 -0.355
O 0.9220 -2.0628 1.2557 -0.407
C 1.4765 -2.0740 3.9300 -0.201
C 1.5633 -3.3556 4.4653 -0.039
C 1.0849 -3.5541 5.7616 -0.048
C 0.5233 -2.5228 6.5106 -0.005
C 0.3631 -1.2718 5.8593 -0.051
C 0.8421 -1.0020 4.6264 -0.217
S 0.1803 0.4751 3.9039 0.576
O -0.9547 0.6563 4.7764 -0.280
O 1.1127 1.5601 3.6992 -0.277
O -0.3535 0.0469 2.5367 -0.505
H 2.2033 -4.0627 3.9266 0.125
H 1.1085 -4.5233 6.2462 0.114
H 0.1169 -2.6716 7.5158 0.123
H -0.1658 -0.4951 6.3361 0.103
C -0.3671 4.9078 0.5851 -0.007
C 0.4312 4.0753 -0.4540 -0.546
C 1.9015 4.4109 -0.4887 -0.050
C -0.2614 4.2693 -1.8947 -0.003
N 0.2409 2.6171 -0.2819 -0.056
N 0.7817 2.1373 0.9058 -0.026
H -0.4237 5.8968 0.2445 0.066
H 0.1369 4.8590 1.5724 0.098
H -1.4106 4.5133 0.5711 0.087
H 2.2040 5.4377 -0.6120 0.094
H 2.3546 3.9084 -1.3554 0.081
H 2.3904 4.1901 0.4321 0.061
H -0.0802 5.3241 -2.1269 0.091
H -1.3169 4.1378 -1.8484 0.058
H 0.0491 3.5873 -2.6832 0.073
H 0.6301 2.1042 -1.0042 0.025
H 0.1428 2.3807 1.7222 0.131
H 1.6998 2.5678 1.1302 0.105
C 5.2947 4.9406 -1.9242 -0.032
C 5.9373 3.5949 -2.5166 -0.161
N 5.2528 2.4239 -2.1057 -0.074
C 5.6221 1.7779 -0.8722 -0.190
C 5.2952 2.4469 0.5114 -0.034
C 4.3634 1.7859 -2.9751 -0.348
O 4.2499 2.2019 -4.1468 0.059
C 3.4725 0.6673 -2.4822 -0.102
C 3.5129 -0.5411 -3.1034 0.035
C 2.7323 -1.5488 -2.5409 0.008
C 1.8852 -1.3409 -1.4770 -0.122
N 1.9269 -0.2192 -0.8287 -0.034
C 2.7184 0.7595 -1.2952 -0.048
H 5.6327 5.8496 -2.3951 0.067
H 5.5044 5.0548 -0.8826 0.052
H 4.2406 4.9685 -2.1743 0.049
H 6.8496 3.6002 -1.9872 0.098
H 6.1319 3.6459 -3.5778 0.123
H 6.7213 1.7191 -0.8217 0.123
H 5.3537 0.6925 -0.9306 0.134
H 5.8428 3.3309 0.8237 0.079
H 5.4963 1.6895 1.1890 0.054
H 4.2470 2.7107 0.4734 0.035
H 3.9938 -0.6333 -4.0784 0.148
H 2.6797 -2.4541 -3.1317 0.123
H 1.2811 -2.1855 -1.0427 0.114
H 2.7857 1.5876 -0.5744 0.106
C -2.0351 -1.9412 0.5695 -0.467
P -1.5623 -0.2000 0.1216 1.031
C -2.7035 0.8846 0.9510 -0.323
C -3.1069 2.1009 0.3167 -0.073
C -4.0327 2.8941 0.9406 -0.098
C -4.4650 2.5470 2.1597 -0.093
C -4.0078 1.4594 2.8554 -0.064
C -3.0329 0.6635 2.3015 -0.087
C -1.9894 0.0503 -1.5808 -0.407
C -3.2471 -0.1121 -2.0212 -0.107
C -3.6869 0.0886 -3.3720 -0.024
C -2.7043 0.6324 -4.2176 -0.054
C -1.4082 0.9454 -3.7444 -0.065
C -1.0141 0.5679 -2.4594 -0.085
P -1.5761 -3.3501 -0.5210 1.038
C -2.9589 -3.3472 -1.6666 -0.443
C -2.8036 -3.3100 -3.0632 -0.090
C -3.9161 -3.1928 -3.9097 -0.098
C -5.1974 -2.9606 -3.3985 -0.078
C -5.3514 -3.0881 -1.9839 -0.050
C -4.2522 -3.3412 -1.1305 -0.093
C -1.8558 -4.8176 0.6289 -0.331
C -1.5834 -4.9567 1.9741 -0.093
C -1.8143 -6.1742 2.4683 -0.109
C -2.3925 -7.2337 1.7859 -0.063
C -2.4130 -7.1860 0.4072 -0.054
C -2.2060 -5.9324 -0.1304 -0.119
H -3.0933 -1.9743 0.8733 0.071
H -1.4148 -2.0649 1.4465 0.005
H -2.8563 2.3476 -0.6901 0.095
H -4.4371 3.7876 0.4685 0.122
H -5.1886 3.1927 2.7401 0.138
H -4.2085 1.2987 3.8876 0.111
H -2.6811 -0.1957 2.9297 0.124
H -3.9887 -0.4038 -1.2290 0.134
H -4.7117 -0.1283 -3.6500 0.106
H -2.8372 0.8570 -5.2649 0.103
H -0.6879 1.2969 -4.4772 0.108
H 0.0380 0.7434 -2.1662 0.077
H -1.7653 -3.3185 -3.4860 0.116
H -3.8646 -2.8785 -4.9201 0.093
H -5.9792 -2.9475 -4.1671 0.114
H -6.3703 -3.0149 -1.6755 0.091
H -4.3650 -3.5453 -0.0829 0.102
H -1.4230 -4.0764 2.5743 0.104
H -1.8650 -6.3068 3.5096 0.095
H -2.5938 -8.1817 2.3224 0.122
H -2.7899 -7.8929 -0.2596 0.094
H -2.1738 -5.8393 -1.1628 0.076
```

Output
- Kohn-Sham gap (spin up / spin down): 7.08 / 7.32 eV
- Calculated total energy: -136465.1543 eV
- Spin multiplicity: 4
- <S²>: 3.80
- Net charge: +1